# 1
C24H60CrN2O8 as an isolated structure at a distorted geometry. Source: the Open Molecules 2025 dataset; level of theory: ωB97M-V/def2-TZVPD.

Positions of all 95 atoms, in Å:
Cr (0.4582, 0.4813, -0.9446)
O (-4.3622, 1.2101, 1.3117)
O (1.2344, 2.6079, -0.9105)
O (2.7660, -0.0652, -0.4756)
O (-1.5009, 3.4155, 1.7579)
O (-1.2545, 0.9227, -2.4268)
O (-0.2331, -1.5532, -1.0058)
O (-0.2765, -0.9174, 3.6847)
O (2.4009, -5.0950, 1.4990)
N (-0.3864, 0.9516, 1.1207)
N (1.4685, 0.3649, -2.9292)
C (-1.2728, -0.0572, 1.7352)
C (0.8376, -1.7488, 4.3001)
C (3.3660, -3.9703, -0.4874)
C (-4.9338, -0.9884, 2.1568)
C (-5.1290, 0.0363, 1.0513)
C (-4.9412, -0.4813, -0.3428)
C (-0.6144, 0.8663, -3.7215)
C (0.8411, 4.3915, -2.5746)
C (2.6187, -0.5459, -2.8617)
C (-0.4832, -1.2005, 2.3048)
C (3.4224, 0.5161, 0.6467)
C (-1.8596, -3.2290, -0.2111)
C (1.7459, 3.8424, -1.5185)
C (3.8563, -3.2214, 1.9463)
C (3.6223, -4.3744, 1.0045)
C (1.9814, 4.8827, -0.4712)
C (-0.8701, 2.7362, 2.8442)
C (-2.2332, 1.9920, -2.2759)
C (-0.5045, -2.9258, -0.9179)
C (3.5134, -0.0090, -1.6422)
C (-2.2904, 4.5181, 2.1164)
C (0.4565, -0.1241, -3.8415)
C (-0.4371, -3.7511, -2.2186)
C (0.2182, 1.7407, 2.1535)
H (-5.6030, -1.2684, -0.7042)
H (1.6932, -1.8711, 3.6360)
H (3.8443, -3.7407, 2.9046)
H (1.1046, -1.0801, 5.1184)
H (-0.2744, 3.3698, 3.5012)
H (4.2637, -0.1268, 0.9054)
H (-1.5023, 0.5815, -4.2859)
H (0.1528, -1.1424, -3.5985)
H (2.7211, 3.6141, -1.9484)
H (0.5923, 1.1205, 2.9680)
H (-0.4214, -4.8106, -1.9629)
H (-1.9920, -0.3743, 0.9801)
H (-0.9233, 1.7656, 0.8577)
H (-2.2505, -2.3274, 0.2606)
H (-3.8866, -0.7496, -0.4057)
H (-5.2042, 0.2989, -1.0571)
H (-2.6224, -3.3161, -0.9848)
H (4.9092, -2.9552, 2.0390)
H (2.1068, 5.8407, -0.9758)
H (-2.8165, 2.3196, -3.1365)
H (-2.8568, 4.9075, 1.2704)
H (-1.6206, 5.2514, 2.5656)
H (4.2405, -3.5326, -0.9688)
H (-2.8855, 1.6916, -1.4560)
H (0.8087, -0.1023, -4.8728)
H (4.3479, -5.1870, 1.0409)
H (0.6081, 3.5403, -3.2144)
H (-6.1897, 0.2406, 1.1970)
H (4.4145, -0.6086, -1.5134)
H (3.0394, -0.5736, -3.8668)
H (-1.8711, 0.3581, 2.5462)
H (2.7671, 0.5913, 1.5145)
H (1.1250, 4.7794, 0.1952)
H (1.9185, 1.1700, -3.3408)
H (0.9898, 2.3848, 1.7319)
H (3.1038, -2.4330, 1.9314)
H (-1.1683, -2.0460, 2.2424)
H (0.6083, -2.7099, 4.7604)
H (-5.1718, -0.3713, 3.0233)
H (2.8258, 4.6183, 0.1653)
H (0.4755, -3.5179, -2.7670)
H (2.5408, -3.2600, -0.5395)
H (1.2663, 5.2498, -3.0948)
H (3.6308, 1.5456, 0.3554)
H (3.0636, -4.8409, -1.0693)
H (-1.2452, -3.6003, -2.9344)
H (-3.8948, -1.3155, 2.1972)
H (-1.5476, 2.0742, 3.3836)
H (2.2989, -1.5519, -2.5899)
H (-0.3576, 1.8453, -4.1262)
H (0.4612, -1.3630, 1.7854)
H (-4.4123, 1.7834, 0.5433)
H (3.9103, 0.9654, -1.9268)
H (-1.9327, -4.1022, 0.4371)
H (0.3269, -3.4941, -0.5008)
H (-5.5203, -1.9067, 2.1274)
H (-1.7095, 2.8844, -1.9331)
H (-2.9958, 4.2751, 2.9110)
H (-0.1533, 4.6885, -2.2412)
H (1.6448, -4.6945, 1.0637)

Values from the calculation:
highest occupied orbital energy (alpha / beta): -6.98 / -7.59 eV
gap between HOMO and LUMO (alpha / beta): 7.441 / 8.044 eV
expectation value of S²: 6.01
2S+1: 5
charge: 0
LUMO (alpha / beta): 0.463 / 0.458 eV

Löwdin atomic charge list, values in e, 2 entries:
1. Cr 0.79
2. O -0.04

***

# 2
C24H60KO16P4 as an isolated structure at a distorted geometry. Source: the Open Molecules 2025 dataset; level of theory: ωB97M-V/def2-TZVPD.

Positions of all 105 atoms, in Å:
K (-0.3506, -0.4729, 1.2162)
P (1.8844, -3.5541, 2.1732)
P (-0.3088, -1.1538, -2.5162)
P (-4.1470, 0.9270, 0.3955)
P (1.7686, 3.0851, 1.1201)
O (3.4522, -3.8958, 2.2352)
O (0.6287, 2.1532, 1.1901)
O (1.2568, -4.6233, 1.1849)
O (2.0808, 3.8736, 2.4771)
O (1.5838, -2.1540, 1.8390)
O (-5.0891, -0.3464, 0.2012)
O (-2.8367, 0.6554, 1.0187)
O (-1.3437, -1.3956, -3.7073)
O (-0.9795, -1.1591, -1.2071)
O (1.6382, 4.2179, 0.0422)
O (1.2985, -4.0129, 3.6064)
O (0.8249, -2.2584, -2.7540)
O (-4.0837, 1.6318, -1.0241)
O (3.1564, 2.3857, 0.7806)
O (0.4070, 0.2077, -2.8974)
O (-5.0193, 1.9298, 1.2777)
C (-4.5414, 3.4232, -2.4651)
C (5.7010, -3.0119, 2.0067)
C (0.4804, 5.0690, -0.0673)
C (1.5085, -2.8759, -1.6106)
C (1.8743, -5.9045, 0.9572)
C (-1.6893, -3.1712, -5.2798)
C (1.0331, -6.6846, -0.0028)
C (0.3079, -3.2127, 5.6289)
C (-5.5175, 3.9480, 2.4259)
C (-5.6267, -1.4426, -1.9296)
C (3.0318, 4.9508, 2.4907)
C (3.3488, 1.6285, -0.3993)
C (0.5308, 2.5808, -3.3624)
C (2.6757, -3.5793, -2.2460)
C (-1.9690, -2.6541, -3.8826)
C (0.8230, 6.1897, -1.0251)
C (4.3733, -2.9849, 2.7798)
C (-0.3897, 1.3809, -3.1841)
C (-4.6992, -1.3642, -0.7242)
C (-5.1860, 2.3307, -1.6376)
C (-4.4041, 3.1150, 1.8320)
C (3.0906, 5.5017, 3.8884)
C (1.5464, -3.1549, 4.7534)
C (4.4102, 0.5768, -0.1497)
H (4.0391, 4.6641, 2.1679)
H (-6.0961, 4.5442, 1.7183)
H (3.9211, -0.3432, 0.1904)
H (3.4131, -3.9846, -1.5489)
H (3.2794, 4.7445, 4.6463)
H (-5.8818, 2.6290, -0.8523)
H (-1.0556, 1.5249, -2.3275)
H (-0.0457, 3.4072, -3.7776)
H (0.2273, 5.3850, 0.9480)
H (4.9988, 0.3672, -1.0390)
H (4.5310, -3.1569, 3.8539)
H (5.0326, 0.8522, 0.7003)
H (-0.9982, 1.1700, -4.0632)
H (-4.7978, -2.2934, -0.1604)
H (-5.3536, -2.3165, -2.5181)
H (5.4056, -2.7537, 0.9871)
H (2.7799, 5.6505, 1.6885)
H (-0.0154, -6.7332, 0.2894)
H (-5.6713, -0.5106, -2.4947)
H (1.1311, 2.8194, -2.4881)
H (-0.0376, -4.2253, 5.8221)
H (1.3911, -7.7175, -0.0003)
H (-1.6091, -3.3789, -3.1412)
H (-0.5094, -2.6981, 5.1174)
H (3.9416, 6.1867, 3.9960)
H (-3.7110, 3.0044, -3.0260)
H (-3.9531, 3.6661, 1.0034)
H (3.6721, 2.2617, -1.2392)
H (-4.1579, 4.2097, -1.8066)
H (-5.0419, 4.7054, 3.0577)
H (4.0893, -1.9299, 2.8849)
H (-3.6552, 2.8472, 2.5728)
H (2.4362, -4.3337, -2.9966)
H (0.0243, 6.9207, -1.1228)
H (2.8810, -5.7644, 0.5570)
H (-0.3571, 4.4849, -0.4561)
H (-2.0558, -2.5315, -6.0779)
H (-2.1592, -4.1556, -5.4145)
H (0.4659, -2.6805, 6.5670)
H (6.1139, -4.0184, 1.9138)
H (2.4270, 1.2076, -0.8218)
H (2.3969, -3.6571, 5.2219)
H (-5.2466, 3.9834, -3.0801)
H (-6.6682, -1.5713, -1.6214)
H (3.2775, -2.9001, -2.8595)
H (1.2428, 2.3661, -4.1657)
H (-0.6601, -3.4988, -5.4465)
H (-5.8323, 1.7389, -2.2945)
H (-3.6645, -1.3300, -1.0740)
H (1.7924, -2.1321, 4.4693)
H (-3.0477, -2.6735, -3.6994)
H (1.1239, -6.3222, -1.0276)
H (6.4757, -2.3873, 2.4389)
H (1.7123, -2.0522, -0.9218)
H (-6.2327, 3.3782, 3.0151)
H (1.9271, -6.4390, 1.9112)
H (2.2931, 6.1784, 4.1998)
H (0.7836, -3.5043, -1.0906)
H (0.9888, 5.7544, -2.0125)
H (1.7642, 6.6470, -0.7207)

Values from the calculation:
highest occupied orbital energy: -12.68 eV
gap between HOMO and LUMO: 11.114 eV
charge: +1
LUMO: -1.569 eV

Löwdin atomic charge list, values in e, 2 entries:
1. K 0.83
2. P 0.44

***

# 3
A 4-piece molecular cluster, C24H60N4O8 overall at a distorted geometry. Source: the Open Molecules 2025 dataset; level of theory: ωB97M-V/def2-TZVPD.

Positions of all 96 atoms, in Å:
O (-1.0156, 9.0624, 3.2540)
O (2.9511, 1.4421, 1.3129)
O (-5.7791, -3.7034, -7.8356)
O (4.9007, 5.1538, 3.1882)
O (-1.2821, -3.8493, -3.1656)
O (4.4121, -2.0838, -0.1382)
O (-3.5939, -2.7086, -0.0794)
O (-0.6826, -0.8426, 1.8266)
N (1.6527, 6.6799, 2.5088)
N (-2.0576, -3.4806, 2.1080)
N (5.5146, 0.2961, 1.5231)
N (-3.9097, -4.1355, -5.6820)
C (-0.5102, 7.8687, 2.6733)
C (4.9863, 1.1328, 2.6121)
C (3.3216, -2.5473, 0.6224)
C (-0.1711, -1.9470, 2.5195)
C (-0.3832, -0.8014, 0.4630)
C (5.6053, -1.1395, 1.7942)
C (0.9947, 7.9417, 2.8588)
C (-2.5827, -4.5267, 1.1803)
C (-4.9608, -2.7738, 0.2082)
C (-1.7531, -3.8999, -4.4851)
C (5.6299, -2.0229, 0.5868)
C (-2.9393, -3.9625, -0.2032)
C (-5.2330, -4.7236, -5.6978)
C (-3.2644, -4.0034, -4.4091)
C (-0.0069, -3.3293, -2.9534)
C (-0.6061, -3.3072, 1.9629)
C (3.0729, 6.7098, 2.7712)
C (-2.3458, 8.9172, 3.6964)
C (-6.8317, -2.8272, -7.5260)
C (6.0889, 5.2357, 2.4092)
C (3.4553, 1.1450, 2.5899)
C (1.5585, 1.7769, 1.3334)
C (3.6412, 5.3010, 2.5477)
C (-5.6778, -4.9135, -7.1356)
H (-1.8591, -5.3409, 1.1957)
H (-7.8011, -3.3083, -7.7552)
H (3.6067, 7.3565, 2.0741)
H (-5.5299, -3.0847, -0.6774)
H (-6.0049, -4.1904, -5.1274)
H (6.3097, -1.6203, -0.1734)
H (-4.9923, -5.5745, -7.6718)
H (-0.5422, -1.9011, 3.5430)
H (-6.7110, -1.9524, -8.1494)
H (0.5651, -3.1126, -3.8597)
H (-5.2042, -3.4285, 1.0565)
H (1.0033, 1.0564, 1.9365)
H (-1.3854, -4.7784, -5.0369)
H (-3.5498, -4.8015, -3.7196)
H (4.7582, -1.4389, 2.4363)
H (3.4999, -3.5216, 1.0961)
H (4.8824, 0.4297, 0.7386)
H (0.5490, -3.8798, -2.1970)
H (1.3035, 1.7198, 0.2791)
H (-0.8041, 7.7867, 1.6263)
H (3.3420, 6.9732, 3.8031)
H (2.5626, -2.7734, -0.1339)
H (5.4614, 2.1110, 2.5453)
H (3.1295, 0.1351, 2.8861)
H (6.1000, 5.9908, 1.6208)
H (6.4908, 4.2570, 2.1511)
H (-0.8804, 6.9845, 3.2056)
H (-3.5074, -4.8779, 1.6451)
H (-0.2176, -3.3940, 0.9364)
H (-3.5846, -3.0869, -3.8771)
H (-2.3534, 8.5620, 4.7294)
H (-5.1224, -5.7552, -5.3392)
H (1.4133, 8.6943, 2.1830)
H (1.2063, 5.8976, 2.9691)
H (0.6399, -1.0850, 0.1965)
H (0.9268, -1.9612, 2.5395)
H (1.3847, 2.7816, 1.7249)
H (-5.3439, -1.8019, 0.5280)
H (-2.0885, -3.7180, -0.8385)
H (-3.5333, -4.7080, -0.7438)
H (-3.9820, -3.2565, -6.1829)
H (-2.9365, 8.2698, 3.0431)
H (-0.0447, -2.3121, -2.5210)
H (3.7293, 5.1408, 1.4670)
H (5.3226, 0.7178, 3.5663)
H (6.4841, -1.3106, 2.4203)
H (1.2729, 8.2966, 3.8573)
H (-0.6389, 0.1715, 0.0511)
H (6.0805, -2.9947, 0.8138)
H (6.7479, 5.6736, 3.1694)
H (-0.1354, -4.0864, 2.5696)
H (-6.9757, -2.6856, -6.4471)
H (-2.8903, 9.8637, 3.6909)
H (-6.5958, -5.5231, -7.2072)
H (3.1014, 1.8312, 3.3712)
H (2.9195, -1.8357, 1.3440)
H (3.0623, 4.4484, 2.9133)
H (-2.4392, -2.6207, 1.7089)
H (-0.9783, -1.5183, -0.1270)
H (-1.4224, -3.0449, -5.0870)

Values from the calculation:
highest occupied orbital energy: -8.55 eV
gap between HOMO and LUMO: 9.287 eV
charge: 0
LUMO: 0.734 eV

Löwdin atomic charge list, values in e, 2 entries:
1. O -0.19
2. O -0.19

***

# 4
A 4-piece molecular cluster, C24H60N4O8 overall at a distorted geometry. Source: the Open Molecules 2025 dataset; level of theory: ωB97M-V/def2-TZVPD.

Positions of all 96 atoms, in Å:
O (-0.3249, 0.6232, 11.6646)
O (-0.8169, 1.4082, -5.5175)
O (2.8435, 2.2857, -4.1363)
O (-2.7621, 1.2143, -0.4995)
O (0.6124, -1.4981, 2.5215)
O (2.7486, 1.2698, 5.8780)
O (1.9035, -3.4961, -2.5280)
O (-3.3188, -3.8132, -8.7121)
N (-1.7795, 0.6157, 2.1708)
N (-2.2734, -0.4593, -7.6577)
N (2.0632, 0.1384, -2.3249)
N (0.8524, 1.3666, 9.0283)
C (-0.3040, 2.4190, -6.3505)
C (-1.6217, 0.3071, 12.1273)
C (1.7834, 0.8573, 6.8269)
C (0.0099, -0.5858, 3.4215)
C (2.8381, -4.5394, -2.6997)
C (2.5386, -2.2803, -2.1880)
C (-2.3979, -0.3383, -6.2128)
C (1.1819, 1.1173, -2.8998)
C (-2.5691, 1.1029, -1.8858)
C (-3.5297, -2.5034, -8.2507)
C (1.0126, 2.0296, 10.3111)
C (-0.2397, 1.9340, 11.1308)
C (3.6927, 0.2566, 5.5650)
C (-1.7656, -0.3099, 1.0332)
C (-0.4950, 0.7141, 2.8313)
C (3.5285, 3.4894, -4.3759)
C (1.7825, -1.0252, 1.8971)
C (-2.1822, -1.8128, -8.1527)
C (1.9290, 1.6688, 8.0961)
C (-4.3151, -4.7249, -8.3135)
C (1.4909, -1.1878, -2.2372)
C (-2.9514, -0.0624, 0.1387)
C (-2.1630, 1.0744, -5.7204)
C (1.8378, 2.4341, -3.1497)
H (-2.0135, 1.0865, 12.7849)
H (1.1939, 3.0924, 10.1189)
H (-2.6961, 1.1688, -4.7648)
H (-4.5756, -4.6246, -7.2563)
H (-3.8585, 0.0615, 0.7307)
H (1.8527, -0.2089, 7.0796)
H (0.3227, 1.2646, -2.2333)
H (-1.6456, 0.5523, -2.0825)
H (-1.0915, 2.2035, 10.5003)
H (1.9530, 2.7440, 7.8950)
H (2.5067, -1.8428, 1.9275)
H (-2.6698, 1.7775, -6.3946)
H (-0.4664, 1.4931, 3.5976)
H (3.1874, -0.5684, 5.0571)
H (-0.8232, -1.1098, 3.9026)
H (-3.4404, 0.6850, -2.4074)
H (-2.4801, 2.1011, -2.3225)
H (0.6781, 0.7711, -3.8181)
H (3.3525, -4.4119, -3.6601)
H (0.8362, -1.4004, -3.0994)
H (3.4237, -2.0751, -2.8048)
H (1.0920, 3.1759, -3.4731)
H (-4.0026, -2.4643, -7.2600)
H (-2.0223, 1.5179, 1.7751)
H (-0.1653, 2.6185, 11.9884)
H (-1.5208, -2.4544, -7.5450)
H (3.5978, -4.4992, -1.9094)
H (-5.2331, -4.6039, -8.9064)
H (0.2884, 1.0825, 2.1342)
H (2.9143, 1.4972, 8.5710)
H (2.9992, 0.1630, -2.6992)
H (-3.0052, -0.8543, -0.6088)
H (-1.5644, 0.1180, -8.0813)
H (2.3211, -5.4926, -2.6736)
H (-1.7097, -1.0385, -5.7138)
H (0.7938, 1.0208, 6.3907)
H (-1.5333, -0.6393, 12.6612)
H (0.6928, -0.4056, 4.2657)
H (1.6238, -0.7019, 0.8643)
H (-1.7724, -1.3377, 1.4031)
H (2.8988, -2.3954, -1.1513)
H (-3.9525, -5.7331, -8.5074)
H (-0.5211, 2.2073, -7.4055)
H (-4.1829, -1.9583, -8.9443)
H (2.2229, -0.1692, 2.4213)
H (4.3917, 3.2360, -4.9925)
H (4.1324, -0.1251, 6.4947)
H (1.8678, 1.6641, 10.8988)
H (-0.8337, -0.2037, 0.4522)
H (2.9241, 4.1603, -5.0053)
H (-2.3024, 0.1173, 11.2893)
H (2.2691, 2.8427, -2.2234)
H (-1.7190, -1.8112, -9.1434)
H (-3.4212, -0.6093, -5.9388)
H (-0.7292, 3.4050, -6.1245)
H (0.8560, -1.2970, -1.3502)
H (4.4793, 0.7139, 4.9749)
H (0.8450, 0.3595, 9.1525)
H (0.7742, 2.4429, -6.2020)
H (3.8208, 4.0020, -3.4583)

Values from the calculation:
highest occupied orbital energy: -8.43 eV
gap between HOMO and LUMO: 9.221 eV
charge: 0
LUMO: 0.789 eV

Löwdin atomic charge list, values in e, 2 entries:
1. O -0.20
2. O -0.20